No. 1
Entry from the Open Molecules 2025 dataset: a 5-piece molecular cluster, C19H33O14S overall (ωB97M-V/def2-TZVPD).

Each line ends with the Mulliken charge.
CARTESIAN COORDINATES (ANGSTROEM)
C 4.17414 -2.32637 -0.09230  -1.3233
C 2.93499 -1.94823 -0.90595  1.0189
O 3.11506 -0.67899 -1.52710  -0.5830
C 2.71876 -3.00371 -1.99010  -1.0420
S 1.47683 -2.60655 -3.21508  0.0633
C -0.07127 -2.38668 -2.30360  -0.5715
C -0.40578 -3.57495 -1.38561  -0.9255
C -0.93410 -3.13321 -0.00991  -0.5476
C -2.46339 -3.22544 0.05655  -0.7198
O -3.02945 -2.36822 1.01145  -0.3815
H 4.85159 -1.47949 -0.05984  0.1701
H 4.71085 -3.15898 -0.54387  0.3934
H 3.91104 -2.63126 0.91516  0.3955
H 2.07094 -1.91793 -0.24052  -0.1118
H 2.36939 -0.10940 -1.34264  0.3444
H 3.62669 -3.10343 -2.58617  0.5462
H 2.49287 -3.97910 -1.57257  0.5190
H 1.84239 -1.32838 -3.38040  0.2594
H -0.03064 -1.44605 -1.76172  0.4697
H -0.81717 -2.28022 -3.08751  0.4472
H -1.18533 -4.14683 -1.88627  0.5452
H 0.43151 -4.25510 -1.26683  0.4397
H -0.49632 -3.74635 0.77422  0.3270
H -0.67044 -2.09254 0.18744  0.3892
H -2.87418 -3.02613 -0.94058  0.3677
H -2.76827 -4.23292 0.33146  0.3270
H -2.77274 -1.46265 0.81600  0.2832
C -4.99816 0.29269 0.85364  -0.0636
C -5.83739 1.20824 -0.02216  -0.3955
O -4.83744 1.92305 -0.76995  -0.3388
C -3.72016 1.19100 -0.79770  0.5086
O -2.75951 1.41780 -1.46898  -0.5351
O -3.80595 0.14292 0.04964  -0.2884
H -5.45085 -0.67760 1.03202  0.3674
H -4.72043 0.75250 1.80234  0.0008
H -6.45956 0.65828 -0.72828  0.2546
H -6.45098 1.90687 0.53706  0.3316
C 6.61872 1.27970 -0.57146  -0.0817
C 6.09350 1.72270 0.78320  -0.3113
O 7.09815 1.23021 1.66900  -0.3418
C 8.25987 1.08734 0.97548  0.6301
O 9.31191 0.85132 1.45745  -0.4801
O 8.02706 1.24900 -0.35436  -0.3450
H 6.37888 1.96504 -1.37962  0.3087
H 6.28824 0.27290 -0.83791  0.0965
H 6.03880 2.80840 0.87353  0.3081
H 5.13075 1.28988 1.04465  0.2420
C -2.63336 -1.29286 5.31712  -0.3471
C -1.76063 -0.63258 4.26101  -0.1194
O -2.68805 0.24204 3.61264  -0.3086
C -3.71772 0.49764 4.46178  0.6738
O -4.56594 1.29915 4.25110  -0.5198
O -3.63506 -0.29590 5.54745  -0.3395
H -2.11360 -1.51382 6.24442  0.3079
H -3.12150 -2.19479 4.94551  0.2601
H -0.95932 -0.03255 4.69486  0.2622
H -1.34852 -1.33452 3.54021  0.1599
C -1.90904 5.27933 -1.56556  -0.2886
C -1.48037 4.25011 -2.59560  -0.0066
O -1.48721 5.01678 -3.80400  -0.3482
C -1.33842 6.32760 -3.49028  0.6268
O -1.13626 7.19378 -4.27165  -0.4977
O -1.45102 6.50189 -2.14945  -0.3443
H -1.45022 5.14474 -0.58999  0.2925
H -2.99340 5.32598 -1.45388  0.2697
H -0.46518 3.88660 -2.42073  0.1643
H -2.15858 3.40828 -2.67624  0.1357

- maximum force (Eh/bohr) = 0.01103
- HOMO-LUMO gap (eV) = 8.92
- charge = +1
- DFT total energy (eV) = -59730.973
- molecular weight (u) = 517.53
- E_HOMO (eV) = -12.397

---

No. 2
Entry from the Open Molecules 2025 dataset: a 4-piece molecular cluster, C19H34BIN3O3 overall (ωB97M-V/def2-TZVPD).

Each line ends with the Mulliken charge.
CARTESIAN COORDINATES (ANGSTROEM)
C 2.53683 1.90206 -2.19673  -1.0119
C 1.94807 3.27203 -1.90475  0.8418
O 2.26003 4.20186 -2.60518  -0.5714
O 1.05349 3.41981 -0.88744  -0.3718
C -0.26070 3.83002 -1.37709  0.5206
O -0.77845 4.70662 -0.76620  -0.5408
C -0.83401 3.13925 -2.60008  -0.2592
B -2.34488 3.64677 -3.02617  0.2662
C -3.49179 3.46937 -1.83836  -0.6732
C -4.66037 2.51747 -2.21521  -0.5914
C -4.51913 1.07403 -1.71758  -0.8529
I -2.96043 -0.07062 -2.64581  -0.1351
H 2.64804 1.33552 -1.26414  0.3267
H 3.51751 1.97110 -2.67868  0.1887
H 1.89261 1.36822 -2.90815  0.2730
H -0.75715 2.04597 -2.46629  -0.0261
H -0.16924 3.39894 -3.44467  0.2229
H -2.70116 2.95854 -3.97628  -0.2306
H -2.25897 4.78662 -3.45409  -0.2751
H -3.95050 4.46752 -1.71668  0.1954
H -3.05836 3.22714 -0.85140  0.2118
H -5.56377 2.90903 -1.70206  0.3626
H -4.89048 2.57673 -3.28812  0.2509
H -4.44270 1.05674 -0.62687  0.3567
H -5.45811 0.55646 -1.95739  0.4819
C 5.82557 4.71774 -0.31651  -1.0457
C 6.98594 4.31678 -1.22165  -0.4712
C 6.73400 2.99767 -1.95914  -0.2403
C 6.54762 1.90287 -0.99197  0.2558
N 6.40600 1.05154 -0.23450  -0.4713
H 5.66296 3.98357 0.47422  0.3559
H 6.03226 5.67395 0.16520  0.3308
H 4.89957 4.81903 -0.88637  0.2108
H 7.89638 4.23526 -0.62297  0.2899
H 7.15524 5.10588 -1.95701  0.3238
H 7.57909 2.75665 -2.60502  0.3011
H 5.84208 3.07611 -2.58348  0.1799
C -1.08570 -3.36684 1.47278  -0.9823
C -0.65913 -2.03364 0.83378  -0.4416
C -1.46885 -0.84629 1.36074  -0.2329
C -2.89636 -1.02432 1.06250  0.2174
N -4.01120 -1.16533 0.82521  -0.4985
H -2.11271 -3.58953 1.22758  0.3793
H -0.46206 -4.17318 1.08772  0.2300
H -0.96430 -3.30851 2.54167  0.3450
H -0.76966 -2.09958 -0.25179  0.2722
H 0.40094 -1.85804 1.03682  0.3439
H -1.12926 0.08046 0.89507  0.1609
H -1.34510 -0.74750 2.44107  0.3219
C -0.76088 -7.91371 4.69073  -1.0983
C -2.20173 -7.57633 5.05755  -0.4187
C -3.04336 -7.16104 3.84624  -0.4608
C -2.47752 -5.96091 3.21227  0.0537
N -2.03437 -5.02202 2.71609  -0.2509
H -0.24135 -7.04933 4.27478  0.3289
H -0.20739 -8.23109 5.57517  0.3149
H -0.72153 -8.72282 3.95827  0.2960
H -2.20313 -6.77362 5.79776  0.2941
H -2.66443 -8.44672 5.52767  0.3028
H -4.06662 -6.94354 4.15419  0.2757
H -3.07609 -7.96576 3.10976  0.2679

- maximum force (Eh/bohr) = 0.06280
- HOMO-LUMO gap (eV) = 6.76
- charge = -1
- DFT total energy (eV) = -39643.940
- molecular weight (u) = 490.21
- E_HOMO (eV) = -4.819

---

No. 3
Entry from the Open Molecules 2025 dataset: C19H34IrN2O3 as an isolated structure (ωB97M-V/def2-TZVPD).

Each line ends with the Mulliken charge.
CARTESIAN COORDINATES (ANGSTROEM)
Ir 1.39576 -0.01564 -0.11347  2.2152
C 0.46812 -0.07992 1.69730  -0.7156
C -0.25313 -1.11287 0.97782  -0.9843
C -1.13678 -0.42494 0.10425  -0.0092
C -1.01220 0.97264 0.38155  -0.4415
C -0.06413 1.22185 1.34712  -0.8531
C 0.33660 2.57012 1.92253  2.2738
C -0.91771 3.43602 2.09267  -1.7522
C 1.28118 3.29757 0.95159  -1.7101
C 1.05939 2.39075 3.25759  -1.9071
C -2.07116 -0.89726 -1.00183  2.5011
C -3.37550 -1.43716 -0.38816  -1.6259
C -1.39160 -1.93294 -1.90736  -1.5621
C -2.45805 0.28650 -1.90867  -2.1032
C 0.01433 -2.61331 1.29672  2.8442
C 0.63478 -2.71756 2.69854  -2.0481
C -1.26255 -3.45986 1.29889  -1.9175
C 1.01328 -3.25263 0.32044  -1.6136
H 1.03454 -0.24937 2.59738  0.9804
H -1.59577 1.74248 -0.09845  0.4268
H -1.39934 3.63990 1.13504  0.3736
H -0.63356 4.39332 2.52924  0.4214
H -1.64830 2.96476 2.75389  0.4155
H 0.77216 3.53644 0.01421  0.3008
H 2.15110 2.69539 0.73647  0.3775
H 1.62176 4.22668 1.41173  0.4587
H 0.44883 1.84097 3.97687  0.4089
H 1.28287 3.36934 3.68226  0.4498
H 2.00588 1.86173 3.12475  0.3294
H -3.22293 -2.29834 0.25382  0.2014
H -4.04863 -1.72531 -1.19717  0.4763
H -3.87026 -0.66012 0.19966  0.3854
H -1.20244 -2.87803 -1.40794  0.1392
H -0.44506 -1.54050 -2.28356  0.1692
H -2.04078 -2.13732 -2.75981  0.5663
H -3.08992 1.01273 -1.39408  0.3834
H -3.03248 -0.09495 -2.75231  0.4609
H -1.57259 0.79243 -2.30026  0.3195
H 0.03881 -2.18942 3.44562  0.4222
H 1.65707 -2.33587 2.72201  0.3417
H 0.67319 -3.76720 2.98823  0.4655
H -2.00924 -3.05375 1.98605  0.4031
H -1.01115 -4.46476 1.63912  0.5377
H -1.71015 -3.55844 0.31460  0.2431
H 1.94223 -2.68922 0.27325  0.4409
H 0.61050 -3.35219 -0.68597  0.1235
H 1.27497 -4.24918 0.68346  0.5012
C 0.99504 0.96664 -4.56959  -1.3365
C 1.46864 1.23577 -3.17424  0.6147
N 2.47939 2.08136 -3.01498  -0.2880
O 0.91232 0.65023 -2.21879  -0.8554
H 1.23279 1.77653 -5.25632  0.4525
H -0.07500 0.77593 -4.56608  0.2761
H 1.49350 0.05827 -4.91453  0.3030
H 2.91456 2.51173 -3.81287  0.2033
H 2.91068 2.19693 -2.10845  0.2203
O 3.14421 1.22792 -0.31318  -0.5014
N 3.95155 0.26150 -0.39374  0.1851
O 3.33036 -0.80641 -0.27289  -0.3877

- maximum force (Eh/bohr) = 0.09944
- energy above the lowest of the compared OMol25 structures with the same formula, charge and spin (eV) = 2.427
- HOMO-LUMO gap (eV) = 7.99
- charge = +1
- DFT total energy (eV) = -32207.759
- molecular weight (u) = 530.71
- E_HOMO (eV) = -12.230

---

Number 1: LUMO energy -3.47 eV. Number 2: LUMO energy 1.94 eV. Number 3: LUMO energy -4.24 eV.